Here is a cluster of 2 separate species, C17H32BrN3O6P in total at a distorted geometry from OMol25. Energies are from ωB97M-V/def2-TZVPD.

Values from the calculation:
**Gap between HOMO and LUMO**: 4.362 eV
**Charge**: -1
**Electronic energy**: -114230.5856 eV
**Spin multiplicity**: 1

XYZ file:
```
60
Properties=species:S:1:pos:R:3:nbo_charge:R:1
C 0.578 -3.749 1.411 -0.6271
C 1.063 -3.349 0.023 -0.0633
O 0.257 -2.298 -0.451 -0.5575
C 0.715 -1.748 -1.660 -0.0503
C 0.149 -0.358 -1.889 -0.4428
C 0.289 0.679 -0.767 -0.0133
C 0.067 2.066 -1.451 -0.4444
C -1.321 2.340 -2.051 -0.2166
C -1.207 2.813 -3.503 -0.6273
Br -2.184 3.782 -1.059 -0.0124
C -0.570 0.399 0.477 -0.6596
P -2.424 0.255 0.295 0.7500
C -2.795 -1.419 -0.384 -0.9557
C -3.141 0.200 1.967 -0.9471
C -0.096 1.550 1.354 0.7339
O -0.696 2.319 2.078 -0.5551
N 1.314 1.643 1.123 -0.7053
C 1.668 0.829 -0.054 0.6257
O 2.200 -0.450 0.359 -0.4605
N 2.314 -0.716 1.733 0.4073
O 2.793 -1.764 1.885 -0.2644
N 2.718 1.546 -0.758 -0.5681
C 3.094 0.938 -2.042 -0.4172
C 3.881 1.794 0.066 0.7341
C 3.982 3.126 0.764 -0.7113
O 4.812 0.992 0.145 -0.5498
H 0.171 -2.872 1.902 0.2213
H -0.208 -4.493 1.369 0.2167
H 1.425 -4.107 1.983 0.2099
H 0.996 -4.216 -0.639 0.1573
H 2.102 -3.030 0.090 0.1761
H 1.806 -1.772 -1.688 0.1701
H 0.379 -2.377 -2.492 0.1680
H 0.568 0.014 -2.819 0.2087
H -0.913 -0.495 -2.079 0.2348
H 0.338 2.888 -0.805 0.2258
H 0.767 2.090 -2.276 0.2110
H -1.962 1.474 -2.041 0.2393
H -0.555 2.143 -4.057 0.1973
H -2.189 2.785 -3.966 0.2174
H -0.835 3.829 -3.559 0.2129
H -0.211 -0.491 0.995 0.2741
H -2.990 -1.327 -1.446 0.2035
H -1.988 -2.131 -0.239 0.2391
H -3.657 -1.790 0.163 0.2843
H -4.095 0.705 1.932 0.2473
H -2.530 0.701 2.710 0.2375
H -3.284 -0.826 2.305 0.2941
H 1.476 2.629 0.986 0.3974
H 2.632 -0.027 -2.203 0.2050
H 2.777 1.593 -2.851 0.1903
H 4.165 0.817 -2.131 0.2269
H 3.077 3.715 0.730 0.2146
H 4.271 2.941 1.791 0.2490
H 4.786 3.696 0.308 0.2438
C -4.764 -2.687 4.057 -0.1837
O -5.077 -2.192 2.851 -0.9810
H -5.218 -3.687 4.316 0.0675
H -3.662 -2.868 4.250 0.0561
H -5.060 -2.052 4.943 0.0655
```


Here is a structure of composition C17H32CdNO8 at a distorted geometry from OMol25. Energies are from ωB97M-V/def2-TZVPD.

Values from the calculation:
**Gap between HOMO and LUMO**: 2.360 eV
**Charge**: -1
**Electronic energy**: -40572.5793 eV
**Spin multiplicity**: 1

XYZ file:
```
59
Properties=species:S:1:pos:R:3:nbo_charge:R:1
Cd -1.725 0.967 -3.872 0.8781
C -0.015 1.779 4.788 -0.6062
C 0.151 0.372 4.304 -0.4175
C 1.544 0.033 3.540 -0.2122
N 1.661 -1.435 2.930 -0.2208
C 1.737 -2.439 4.023 -0.2282
C 3.102 -2.442 4.859 -0.4135
C 4.394 -2.315 4.002 -0.4015
C 4.196 -1.221 2.868 -0.4313
C 2.913 -1.403 2.028 -0.2153
C 0.433 -1.882 2.091 -0.3937
H -0.819 1.989 5.494 0.2386
H -0.190 2.320 3.858 0.2245
H 0.977 2.084 5.119 0.2000
H -0.729 0.254 3.672 0.2181
H -0.022 -0.290 5.152 0.1998
H 2.395 0.267 4.180 0.2257
H 1.625 0.705 2.685 0.2371
H 0.842 -2.538 4.637 0.2431
H 1.744 -3.385 3.483 0.2049
H 2.959 -1.479 5.349 0.1966
H 3.243 -3.215 5.615 0.2440
H 5.196 -1.906 4.616 0.2277
H 4.716 -3.270 3.588 0.2129
H 4.260 -0.240 3.340 0.2136
H 5.042 -1.132 2.186 0.2537
H 2.802 -0.630 1.268 0.2569
H 2.961 -2.351 1.492 0.2236
H 0.640 -2.916 1.814 0.2344
H 0.365 -1.138 1.297 0.2461
H -0.469 -1.674 2.666 0.2380
C 2.595 5.230 -0.620 -0.7351
C 2.783 3.959 -1.476 0.7459
O 1.700 3.392 -1.710 -0.7259
O 3.899 3.675 -2.018 -0.7742
H 1.583 5.463 -0.289 0.2030
H 2.999 6.001 -1.277 0.2173
H 3.162 5.327 0.306 0.1872
C -2.796 -0.395 -9.742 -0.7476
C -2.342 0.865 -9.085 0.7392
O -1.551 0.767 -8.118 -0.6078
O -2.828 1.969 -9.449 -0.6370
H -2.493 -1.353 -9.319 0.2244
H -2.861 -0.375 -10.830 0.2177
H -3.832 -0.511 -9.422 0.2275
C -2.756 -4.968 -3.484 -0.7349
C -2.383 -3.555 -3.914 0.7406
O -3.241 -2.848 -4.406 -0.6832
O -1.283 -3.070 -3.726 -0.6495
H -1.934 -5.590 -3.131 0.1958
H -3.297 -5.673 -4.116 0.2194
H -3.388 -4.775 -2.617 0.2160
C -5.798 3.879 -0.173 -0.7158
C -4.969 3.115 -1.261 0.7409
O -4.273 2.240 -0.747 -0.6482
O -4.751 3.475 -2.475 -0.7456
H -6.813 3.528 -0.360 0.2177
H -5.565 4.897 -0.487 0.2261
H -5.498 3.865 0.875 0.2093
```


Here is a cluster of 2 separate species, C17H32NO5P2 in total at a distorted geometry from OMol25. Energies are from ωB97M-V/def2-TZVPD.

Values from the calculation:
**Gap between HOMO and LUMO**: 9.071 eV
**Charge**: +1
**Electronic energy**: -48446.9130 eV
**Spin multiplicity**: 1

XYZ file:
```
57
Properties=species:S:1:pos:R:3:nbo_charge:R:1
C 7.266 3.127 1.948 -0.6083
C 5.925 2.431 2.373 -0.7363
P 5.273 1.358 0.999 0.9421
C 5.068 -0.382 1.572 -0.9702
N 3.527 1.943 0.818 -0.7623
C 3.395 3.012 -0.212 -0.3471
C 1.900 3.445 -0.409 0.5745
O 1.571 4.149 -1.326 -0.4449
C 0.937 2.917 0.662 -0.1704
C 0.320 1.682 0.483 -0.2402
C -0.521 1.204 1.489 -0.1918
C -0.680 1.992 2.623 -0.1487
C -0.075 3.230 2.797 -0.2038
C 0.768 3.717 1.791 -0.2292
H 8.015 2.918 2.717 0.2365
H 7.567 2.729 0.970 0.2239
H 7.083 4.204 1.866 0.2275
H 5.189 3.234 2.566 0.2318
H 5.987 1.858 3.308 0.2516
H 4.186 -0.463 2.239 0.2374
H 4.872 -1.081 0.749 0.2666
H 5.931 -0.689 2.175 0.2788
H 2.960 1.139 0.534 0.4488
H 3.248 2.259 1.752 0.4473
H 3.954 3.888 0.151 0.2490
H 3.814 2.697 -1.175 0.2697
H 0.535 1.133 -0.436 0.2281
H -0.996 0.232 1.361 0.2509
H -1.312 1.620 3.430 0.2225
H -0.199 3.829 3.697 0.2348
H 1.282 4.675 1.887 0.2299
O -2.616 -1.887 -0.494 -1.0127
P -3.472 -2.603 -1.494 2.4265
O -2.366 -3.275 -2.495 -0.7941
C -1.591 -4.374 -2.017 -0.0690
C -2.415 -5.644 -1.899 -0.6342
O -3.956 -1.336 -2.419 -0.8130
C -3.837 0.001 -1.944 -0.0602
C -2.531 0.621 -2.397 -0.6339
O -4.717 -3.492 -2.146 -0.7144
C -5.795 -3.857 -1.258 -0.0777
C -6.513 -2.641 -0.703 -0.6445
H -1.133 -4.118 -1.057 0.1742
H -0.789 -4.527 -2.739 0.1887
H -3.150 -5.561 -1.093 0.1921
H -1.775 -6.500 -1.681 0.2197
H -2.965 -5.837 -2.820 0.2261
H -3.940 0.038 -0.859 0.1801
H -4.673 0.568 -2.358 0.1840
H -1.680 -0.033 -2.199 0.2099
H -2.364 1.576 -1.893 0.2043
H -2.544 0.796 -3.474 0.2152
H -5.401 -4.473 -0.445 0.1713
H -6.487 -4.470 -1.833 0.2034
H -5.851 -2.048 -0.062 0.2017
H -7.374 -2.944 -0.106 0.2288
H -6.850 -1.990 -1.509 0.2291
```


Here is a structure of composition C17H32O4 at a distorted geometry from OMol25. Energies are from ωB97M-V/def2-TZVPD.

Values from the calculation:
**Gap between HOMO and LUMO**: 9.488 eV
**Electronic energy**: -26322.3090 eV
**Spin multiplicity**: 1

XYZ file:
```
53
Properties=species:S:1:pos:R:3:nbo_charge:R:1
C -5.743 -2.950 1.066 -0.5924
C -4.928 -2.112 -0.070 -0.3716
C -5.702 -0.737 -0.408 -0.3726
C -5.213 -0.050 -1.562 -0.4271
C -3.822 0.319 -1.450 -0.3330
C -3.799 1.358 -0.053 -0.4290
C -2.490 2.045 0.136 -0.4025
C -1.247 1.264 0.146 -0.3798
C 0.026 2.048 0.320 -0.3416
C 1.314 1.105 0.796 -0.4315
C 1.669 0.421 -0.302 -0.4347
C 2.758 -0.623 -0.017 -0.3859
H 3.109 -1.566 -0.863 0.2860
H 2.560 -1.245 0.965 0.2059
C 4.148 -0.013 0.361 -0.3145
C 4.497 0.920 -0.490 0.7519
O 4.995 0.468 -1.652 -0.6581
O 4.404 2.179 -0.167 -0.6502
H 4.794 2.932 -1.041 0.5285
H 3.957 0.638 1.511 0.2111
C 5.259 -1.000 0.677 -0.3067
C 5.623 -1.552 -0.380 0.7448
O 5.087 -2.357 -1.068 -0.5872
O 6.879 -1.198 -0.778 -0.7052
H 7.134 -1.467 -2.060 0.5089
C 6.544 -0.288 1.480 -0.5063
H 6.879 0.309 0.881 0.1818
H 6.153 0.266 2.402 0.1912
H 7.178 -1.057 1.804 0.2141
H 4.931 -1.835 1.466 0.2673
H 2.047 0.930 -1.231 0.2236
H 0.855 -0.422 -0.764 0.2122
H 2.131 1.850 1.100 0.2230
H 0.992 0.427 1.661 0.2232
H 0.268 2.471 -0.519 0.1757
H -0.016 2.991 1.221 0.1829
H -1.101 0.523 -0.709 0.2342
H -1.427 0.718 1.460 0.1243
H -2.237 2.735 -0.959 0.1384
H -2.572 3.060 0.850 0.2329
H -3.814 0.813 0.984 0.1995
H -4.679 2.263 0.059 0.2164
H -3.272 -0.393 -1.130 0.1915
H -3.574 0.888 -2.170 0.1961
H -5.370 -0.578 -2.506 0.2000
H -5.766 0.772 -1.742 0.2073
H -5.835 -0.317 0.557 0.2077
H -6.753 -1.250 -0.612 0.1830
H -4.059 -1.755 0.197 0.1799
H -5.091 -2.620 -0.933 0.1880
H -5.197 -3.801 1.152 0.2053
H -5.892 -2.345 1.854 0.1973
H -6.592 -3.184 0.531 0.1960
```